No. 1
{"formula": "C29H28FMgNO5S", "method": "ωB97M-V/def2-TZVPD", "homo_ev": -7.8, "e_above_lowest_kcal_mol": 4.0, "e_tot_ev": -61257.2706, "homo_lumo_gap_ev": 7.65, "elements": ["Mg", "C", "C", "C", "C", "C", "C", "C", "F", "C", "C", "C", "O", "C", "C", "N", "C", "C", "O", "O", "H", "H", "H", "H", "H", "H", "H", "H", "H", "H", "H", "O", "S", "C", "C", "C", "C", "C", "C", "C", "C", "C", "C", "C", "C", "H", "H", "H", "H", "H", "H", "H", "H", "H", "H", "C", "C", "C", "O", "H", "H", "H", "H", "H", "H", "H"], "xyz": [[0.17, 0.29, 0.25], [-4.18, -3.79, 4.85], [-2.78, -4.26, 4.45], [-1.98, -4.86, 5.59], [-1.69, -3.80, 6.65], [-1.03, -2.60, 6.02], [-0.22, -1.77, 6.76], [0.40, -0.67, 6.15], [1.18, 0.10, 6.92], [0.23, -0.38, 4.84], [-0.59, -1.21, 4.07], [-0.77, -0.91, 2.64], [-0.18, 0.10, 2.17], [-1.61, -1.80, 1.90], [-2.19, -2.84, 2.57], [-2.02, -3.13, 3.86], [-1.22, -2.31, 4.65], [-1.97, -1.69, 0.43], [-2.84, -2.43, 0.00], [-1.31, -0.83, -0.26], [-4.72, -4.61, 5.33], [-4.74, -3.48, 3.97], [-4.13, -2.95, 5.54], [-2.86, -5.00, 3.65], [-1.04, -5.25, 5.20], [-2.54, -5.69, 6.02], [-1.04, -4.21, 7.43], [-2.62, -3.50, 7.15], [-0.03, -1.97, 7.81], [0.72, 0.46, 4.37], [-2.85, -3.49, 2.01], [-0.45, 2.11, -0.37], [-1.70, 1.89, -1.24], [-2.23, 3.52, -1.70], [-1.91, 4.60, -0.90], [-2.36, 5.85, -1.26], [-3.13, 6.01, -2.41], [-3.44, 4.92, -3.21], [-2.97, 3.66, -2.86], [-3.03, 1.54, -0.09], [-4.15, 0.88, -0.57], [-5.16, 0.56, 0.32], [-5.04, 0.88, 1.67], [-3.90, 1.53, 2.13], [-2.88, 1.87, 1.25], [-1.29, 4.45, -0.02], [-2.12, 6.71, -0.65], [-3.49, 7.00, -2.69], [-4.02, 5.05, -4.11], [-3.18, 2.80, -3.49], [-4.22, 0.60, -1.61], [-6.04, 0.03, -0.04], [-5.82, 0.60, 2.36], [-3.80, 1.77, 3.18], [-1.98, 2.35, 1.59], [2.39, -2.48, -0.81], [2.86, -1.16, -0.20], [3.36, -1.37, 1.22], [1.84, -0.23, -0.23], [3.15, -3.27, -0.71], [2.16, -2.36, -1.87], [1.48, -2.82, -0.31], [3.71, -0.80, -0.80], [2.56, -1.81, 1.84], [3.64, -0.42, 1.67], [4.23, -2.04, 1.26]]}

---

No. 2
{"formula": "C29H28FN3O5S2", "method": "ωB97M-V/def2-TZVPD", "homo_ev": -6.8, "e_above_lowest_kcal_mol": 0.0, "e_tot_ev": -69615.8269, "homo_lumo_gap_ev": 2.66, "elements": ["C", "O", "C", "C", "C", "C", "C", "C", "C", "C", "N", "C", "C", "C", "C", "C", "C", "C", "N", "C", "H", "H", "H", "H", "H", "H", "H", "H", "H", "H", "H", "H", "H", "H", "H", "H", "H", "H", "C", "C", "C", "C", "S", "N", "F", "S", "C", "C", "C", "C", "C", "C", "O", "O", "O", "O", "C", "C", "H", "H", "H", "H", "H", "H", "H", "H", "H", "H"], "xyz": [[1.58, 0.37, 1.96], [2.38, -0.24, 0.98], [2.47, 0.45, -0.18], [2.77, 1.88, -0.12], [4.06, 2.27, 0.30], [4.37, 3.62, 0.38], [3.41, 4.59, 0.08], [2.12, 4.20, -0.30], [1.80, 2.85, -0.41], [2.52, -0.29, -1.36], [3.34, -0.02, -2.41], [3.99, 1.24, -2.71], [3.55, -1.17, -3.15], [2.75, -2.16, -2.59], [2.89, -3.50, -2.95], [3.88, -3.80, -3.91], [4.71, -2.80, -4.44], [4.56, -1.46, -4.05], [2.12, -1.60, -1.49], [1.12, -2.28, -0.70], [0.55, 0.49, 1.28], [1.42, -0.33, 2.78], [1.96, 1.37, 2.24], [4.78, 1.49, 0.55], [5.38, 3.91, 0.68], [3.67, 5.65, 0.16], [1.35, 4.96, -0.49], [0.79, 2.50, -0.65], [4.39, 1.14, -3.72], [3.28, 2.07, -2.69], [4.82, 1.42, -2.03], [2.27, -4.27, -2.49], [4.02, -4.83, -4.24], [5.49, -3.07, -5.16], [5.22, -0.66, -4.41], [0.93, -3.24, -1.17], [1.48, -2.43, 0.32], [0.19, -1.69, -0.68], [-3.12, -3.55, -1.82], [-4.41, -3.01, -1.71], [-4.87, -2.53, -0.49], [-4.02, -2.57, 0.62], [-4.67, -2.23, 2.26], [-4.59, -0.62, 2.19], [-0.08, 0.54, 0.27], [-4.70, 0.07, 3.65], [-4.14, 1.71, 3.18], [-2.84, 2.07, 3.53], [-2.45, 3.41, 3.40], [-3.36, 4.36, 2.91], [-4.63, 3.96, 2.49], [-5.04, 2.62, 2.63], [-6.07, 0.16, 4.08], [-3.67, -0.35, 4.56], [-6.03, -2.68, 2.32], [-3.66, -2.83, 3.10], [-2.70, -3.01, 0.51], [-2.26, -3.53, -0.71], [-2.78, -3.99, -2.76], [-5.06, -2.99, -2.58], [-5.89, -2.15, -0.37], [-2.16, 1.33, 3.93], [-1.45, 3.70, 3.71], [-3.08, 5.41, 2.87], [-5.33, 4.69, 2.07], [-6.04, 2.30, 2.35], [-2.06, -3.00, 1.38], [-1.25, -3.95, -0.77]]}

---

No. 3
{"formula": "C29H28N4O2PPtS3", "method": "ωB97M-V/def2-TZVPD", "homo_ev": -17.1, "e_above_lowest_kcal_mol": 0.0, "e_tot_ev": -85600.9664, "total_charge": 3, "homo_lumo_gap_ev": 6.19, "elements": ["Pt", "N", "C", "C", "C", "C", "C", "C", "P", "C", "C", "C", "C", "C", "C", "C", "C", "C", "C", "C", "C", "H", "H", "H", "H", "H", "H", "H", "H", "H", "H", "H", "H", "H", "H", "H", "H", "O", "S", "O", "N", "C", "S", "C", "C", "C", "C", "C", "C", "H", "H", "H", "H", "S", "C", "N", "C", "C", "C", "N", "H", "H", "H", "H", "H", "H", "H", "H"], "xyz": [[0.09, 0.55, 0.89], [-1.05, 0.98, 2.60], [-1.69, -0.22, 3.16], [-2.03, -0.28, 4.49], [-2.62, -1.45, 4.98], [-2.85, -2.53, 4.14], [-2.50, -2.46, 2.80], [-1.92, -1.29, 2.31], [-1.54, -1.11, 0.57], [-0.82, -2.56, -0.11], [-1.23, -3.06, -1.35], [-0.70, -4.25, -1.82], [0.23, -4.94, -1.06], [0.62, -4.46, 0.19], [0.11, -3.27, 0.67], [-2.93, -0.50, -0.33], [-4.14, -0.30, 0.35], [-5.26, 0.09, -0.36], [-5.18, 0.29, -1.73], [-3.97, 0.12, -2.41], [-2.84, -0.27, -1.71], [-0.45, 1.39, 3.32], [-1.76, 1.69, 2.37], [-1.85, 0.55, 5.16], [-2.89, -1.51, 6.03], [-3.30, -3.43, 4.53], [-2.68, -3.31, 2.15], [-1.99, -2.55, -1.94], [-1.03, -4.64, -2.77], [0.63, -5.88, -1.42], [1.33, -5.03, 0.79], [0.42, -2.91, 1.64], [-4.22, -0.48, 1.41], [-6.20, 0.23, 0.15], [-6.06, 0.59, -2.28], [-3.92, 0.28, -3.47], [-1.90, -0.38, -2.23], [2.17, 1.81, -2.02], [1.61, 0.49, -2.14], [2.76, -0.59, -2.49], [1.42, -0.04, -0.50], [2.41, -0.51, 0.23], [1.87, -0.58, 1.89], [3.69, -0.85, -0.28], [4.78, -1.20, 0.53], [5.99, -1.51, -0.05], [6.12, -1.49, -1.44], [5.05, -1.15, -2.27], [3.85, -0.83, -1.68], [4.67, -1.21, 1.61], [6.84, -1.78, 0.57], [7.07, -1.74, -1.89], [5.15, -1.14, -3.34], [-1.23, 2.16, -0.30], [-0.04, 3.40, -0.72], [0.91, 3.78, 0.12], [1.94, 4.77, -0.26], [1.31, 5.78, -1.21], [0.69, 5.06, -2.39], [-0.16, 3.95, -1.90], [0.85, 3.49, 1.08], [2.77, 4.25, -0.72], [2.28, 5.25, 0.66], [2.07, 6.47, -1.57], [0.56, 6.37, -0.68], [1.45, 4.63, -3.04], [0.06, 5.72, -2.98], [-0.85, 3.56, -2.52]]}

---

No. 4
{"formula": "C29H28N6O", "method": "ωB97M-V/def2-TZVPD", "smiles": "CN1C(=O)[C@@H](Cc2ccccc2)N(/C=C/[C@H](c2ccc(C#N)cc2)n2nnc3ccccc32)C1(C)C", "homo_ev": -8.3, "e_tot_ev": -41514.2182, "homo_lumo_gap_ev": 8.50, "elements": ["C", "N", "C", "O", "C", "C", "C", "C", "C", "C", "C", "C", "N", "C", "C", "C", "C", "C", "C", "C", "C", "N", "C", "C", "C", "C", "C", "H", "H", "H", "H", "H", "H", "H", "H", "H", "H", "H", "H", "H", "H", "H", "H", "H", "H", "H", "H", "H", "H", "H", "H", "C", "C", "C", "C", "C", "C", "N", "N", "N", "H", "H", "H", "H"], "xyz": [[2.55, -4.21, 1.41], [2.06, -2.86, 1.26], [2.74, -1.78, 1.77], [3.77, -1.84, 2.43], [1.96, -0.53, 1.38], [2.78, 0.46, 0.55], [3.89, 1.10, 1.35], [5.22, 1.01, 0.93], [6.24, 1.49, 1.75], [5.94, 2.10, 2.97], [4.60, 2.25, 3.36], [3.57, 1.77, 2.54], [0.83, -1.07, 0.65], [-0.20, -0.25, 0.26], [-1.13, -0.51, -0.68], [-2.43, 0.26, -0.80], [-3.42, -0.40, -1.77], [-4.36, 0.37, -2.45], [-5.14, -0.20, -3.47], [-5.08, -1.58, -3.70], [-5.97, -2.18, -4.65], [-6.72, -2.65, -5.43], [-4.19, -2.37, -2.96], [-3.40, -1.78, -1.97], [0.94, -2.51, 0.39], [1.29, -2.81, -1.07], [-0.34, -3.27, 0.77], [3.45, -4.19, 2.02], [1.78, -4.82, 1.90], [2.77, -4.65, 0.43], [1.61, -0.04, 2.31], [3.20, -0.09, -0.31], [2.10, 1.23, 0.16], [5.44, 0.52, -0.02], [7.28, 1.37, 1.44], [6.74, 2.46, 3.62], [4.34, 2.73, 4.31], [2.52, 1.88, 2.83], [-0.20, 0.71, 0.80], [-0.96, -1.26, -1.45], [-2.89, 0.30, 0.21], [-4.54, 1.42, -2.22], [-5.79, 0.43, -4.07], [-4.12, -3.44, -3.14], [-2.75, -2.41, -1.35], [2.26, -2.35, -1.34], [1.37, -3.90, -1.20], [0.52, -2.43, -1.74], [-0.53, -3.15, 1.84], [-1.19, -2.87, 0.21], [-0.21, -4.33, 0.53], [-2.08, 4.08, 1.59], [-2.10, 2.78, 1.06], [-2.12, 2.71, -0.32], [-2.15, 3.81, -1.18], [-2.21, 5.10, -0.63], [-2.18, 5.21, 0.76], [-2.21, 3.33, -2.49], [-2.29, 2.02, -2.45], [-2.22, 1.60, -1.16], [-2.00, 4.22, 2.67], [-2.12, 1.86, 1.65], [-2.29, 5.95, -1.31], [-2.24, 6.20, 1.22]]}

---

No. 5
{"formula": "C29H28N8O6Pd", "method": "ωB97M-V/def2-TZVPD", "homo_ev": -7.8, "e_above_lowest_kcal_mol": 0.0, "e_tot_ev": -58217.1124, "homo_lumo_gap_ev": 6.87, "elements": ["Pd", "O", "C", "O", "C", "C", "C", "N", "C", "C", "C", "C", "C", "C", "C", "N", "C", "C", "C", "C", "C", "N", "H", "H", "H", "H", "H", "H", "H", "H", "H", "H", "C", "N", "C", "C", "C", "N", "C", "O", "N", "H", "H", "H", "H", "H", "H", "H", "C", "C", "C", "C", "C", "C", "O", "N", "C", "O", "N", "C", "O", "H", "H", "H", "H", "H", "H", "H", "H", "H", "H", "H"], "xyz": [[0.55, 0.06, 0.46], [7.12, -0.08, 2.84], [6.89, 0.56, 1.81], [7.61, 1.24, 1.07], [5.40, 0.53, 1.38], [4.95, 1.19, 0.26], [3.61, 1.15, -0.12], [2.69, 0.46, 0.59], [3.14, -0.16, 1.72], [4.45, -0.15, 2.13], [2.12, -0.73, 2.63], [2.42, -1.55, 3.71], [1.42, -1.88, 4.60], [0.15, -1.35, 4.42], [-0.09, -0.59, 3.30], [0.87, -0.32, 2.42], [3.27, 1.87, -1.38], [3.97, 3.03, -1.73], [3.68, 3.64, -2.93], [2.72, 3.08, -3.76], [2.08, 1.94, -3.33], [2.34, 1.35, -2.16], [5.70, 1.70, -0.32], [4.79, -0.63, 3.04], [3.42, -1.93, 3.84], [1.63, -2.52, 5.44], [-0.65, -1.55, 5.12], [-1.07, -0.17, 3.09], [4.70, 3.46, -1.07], [4.21, 4.54, -3.22], [2.48, 3.52, -4.72], [1.33, 1.46, -3.95], [-2.02, 2.99, -3.02], [-1.34, 1.71, -2.86], [-1.43, 0.73, -3.78], [-0.82, -0.47, -3.61], [-0.15, -0.68, -2.37], [-0.06, 0.29, -1.48], [-0.58, 1.54, -1.69], [-0.42, 2.47, -0.93], [0.38, -1.88, -2.07], [-2.52, 3.00, -3.98], [-1.30, 3.80, -2.96], [-2.74, 3.12, -2.21], [-2.01, 0.96, -4.67], [-0.89, -1.25, -4.35], [0.23, -2.65, -2.69], [0.65, -2.08, -1.11], [-4.02, -0.31, 3.19], [-4.67, -0.48, 1.82], [-3.75, -1.15, 0.79], [-4.48, -1.19, -0.57], [-3.70, -1.89, -1.68], [-3.50, -2.59, 1.21], [-4.38, -3.34, 1.57], [-2.20, -3.02, 1.09], [-1.09, -2.25, 0.79], [0.00, -2.80, 0.68], [-1.26, -0.91, 0.65], [-2.49, -0.31, 0.61], [-2.59, 0.88, 0.39], [-4.73, 0.11, 3.90], [-3.18, 0.38, 3.14], [-3.68, -1.26, 3.59], [-4.96, 0.49, 1.42], [-5.56, -1.10, 1.91], [-4.68, -0.16, -0.85], [-5.44, -1.69, -0.41], [-2.72, -1.43, -1.83], [-4.24, -1.81, -2.63], [-3.55, -2.95, -1.47], [-2.01, -4.00, 1.28]]}

---

No. 6
{"formula": "C29H29BaBrNO3", "method": "ωB97M-V/def2-TZVPD", "homo_ev": -3.7, "e_tot_ev": -108915.2556, "total_charge": -1, "homo_lumo_gap_ev": 5.94, "elements": ["C", "C", "C", "H", "C", "C", "H", "C", "C", "C", "H", "C", "C", "H", "H", "H", "H", "H", "H", "Ba", "C", "C", "C", "H", "H", "H", "H", "H", "H", "C", "C", "H", "H", "O", "N", "C", "H", "C", "C", "H", "C", "H", "C", "H", "C", "H", "C", "H", "H", "H", "Br", "C", "C", "C", "C", "C", "C", "C", "O", "O", "H", "H", "H", "H"], "xyz": [[2.95, 0.11, 1.86], [2.61, -0.58, 0.67], [2.28, 0.38, -0.33], [2.61, -1.67, 0.53], [2.42, 1.67, 0.24], [2.84, 1.51, 1.60], [2.27, 2.61, -0.30], [-1.53, -2.23, 1.43], [-0.25, -2.51, 0.84], [-0.36, -2.25, -0.56], [0.64, -2.90, 1.36], [-1.70, -1.83, -0.84], [-2.40, -1.77, 0.40], [2.02, 0.15, -1.37], [3.06, 2.33, 2.31], [3.25, -0.34, 2.81], [-3.47, -1.52, 0.52], [0.44, -2.43, -1.31], [-1.77, -2.36, 2.49], [0.00, 0.35, 2.08], [-2.33, -1.71, -2.23], [-3.60, -2.62, -2.24], [-1.37, -2.26, -3.29], [-3.32, -3.68, -2.09], [-4.06, -2.53, -3.23], [-4.33, -2.32, -1.46], [-1.14, -3.31, -3.03], [-0.42, -1.69, -3.33], [-1.87, -2.26, -4.27], [-2.88, -0.29, -2.59], [-2.01, 0.97, -2.87], [-3.48, 0.01, -1.74], [-3.59, -0.41, -3.42], [-2.06, 1.94, -2.07], [-1.30, 1.04, -4.05], [-0.33, 2.10, -4.25], [-1.66, 0.58, -4.88], [1.10, 1.59, -4.29], [2.18, 2.31, -3.73], [1.97, 3.24, -3.18], [3.49, 1.83, -3.84], [4.33, 2.41, -3.45], [3.73, 0.60, -4.48], [4.75, 0.21, -4.57], [2.66, -0.12, -5.05], [2.82, -1.04, -5.62], [1.35, 0.36, -4.90], [0.49, -0.24, -5.23], [-0.47, 2.75, -3.38], [-0.53, 2.70, -5.15], [-0.09, 2.82, 4.22], [-0.29, 1.86, 5.95], [-0.37, 2.60, 7.14], [-0.39, 1.95, 8.38], [-0.31, 0.55, 8.40], [-0.35, -0.20, 7.21], [-0.32, 0.46, 5.97], [-0.18, -0.42, 4.76], [1.01, -0.65, 4.34], [-1.26, -0.82, 4.18], [-0.43, 3.69, 7.11], [-0.44, 2.53, 9.31], [-0.23, 0.01, 9.34], [-0.36, -1.29, 7.19]]}

---

No. 7
{"formula": "C29H29Br3GeIN2O4SeZr", "method": "ωB97M-V/def2-TZVPD", "homo_ev": -10.6, "e_above_lowest_kcal_mol": 23.8, "e_tot_ev": -383086.3235, "total_charge": 1, "homo_lumo_gap_ev": 6.86, "elements": ["Zr", "Br", "C", "C", "C", "N", "C", "C", "C", "C", "C", "Br", "C", "C", "N", "H", "H", "H", "H", "H", "H", "Br", "C", "C", "C", "C", "C", "C", "C", "O", "O", "H", "H", "H", "H", "C", "Ge", "C", "C", "C", "Se", "C", "H", "H", "H", "H", "H", "H", "H", "H", "H", "H", "H", "H", "H", "H", "O", "C", "O", "C", "C", "C", "C", "C", "C", "H", "H", "H", "H", "H", "I"], "xyz": [[0.02, 0.00, -0.44], [-1.85, 5.89, 2.88], [-1.51, 4.27, 2.01], [-1.84, 4.12, 0.67], [-1.55, 2.91, 0.07], [-0.98, 1.90, 0.72], [-0.72, 2.03, 2.03], [-0.95, 3.21, 2.71], [-0.29, 0.78, 2.70], [-0.01, 0.70, 4.05], [0.20, -0.54, 4.62], [0.58, -0.68, 6.44], [0.11, -1.68, 3.83], [-0.12, -1.51, 2.48], [-0.29, -0.31, 1.92], [-2.31, 4.91, 0.11], [-1.77, 2.74, -0.98], [-0.74, 3.31, 3.76], [0.02, 1.59, 4.67], [0.23, -2.67, 4.25], [-0.16, -2.36, 1.81], [-2.34, 0.47, -3.63], [-3.03, -1.26, -3.25], [-3.82, -1.84, -4.22], [-4.31, -3.13, -4.04], [-4.00, -3.86, -2.91], [-3.18, -3.29, -1.94], [-2.72, -1.99, -2.10], [-1.90, -1.42, -1.01], [-2.06, -0.19, -0.67], [-0.94, -2.03, -0.46], [-4.05, -1.29, -5.12], [-4.94, -3.57, -4.81], [-4.38, -4.86, -2.77], [-2.91, -3.84, -1.05], [0.47, -4.75, 0.75], [2.41, -4.59, 0.78], [3.15, -4.60, -1.01], [3.15, -6.00, 1.90], [2.95, -2.91, 1.66], [2.51, -1.22, 0.79], [4.02, -1.01, -0.38], [0.21, -5.74, 0.39], [0.02, -4.01, 0.09], [0.05, -4.65, 1.76], [3.00, -5.57, -1.48], [4.22, -4.40, -0.98], [2.66, -3.83, -1.62], [2.84, -6.98, 1.54], [2.82, -5.89, 2.93], [4.24, -5.97, 1.89], [4.04, -2.88, 1.73], [2.57, -2.84, 2.68], [4.09, -1.86, -1.07], [4.91, -0.92, 0.23], [3.85, -0.10, -0.95], [0.30, 1.71, -1.71], [1.40, 2.01, -1.12], [1.64, 1.40, -0.02], [2.34, 2.98, -1.69], [3.38, 3.46, -0.90], [4.27, 4.38, -1.44], [4.12, 4.79, -2.76], [3.09, 4.29, -3.54], [2.19, 3.39, -3.01], [3.48, 3.12, 0.12], [5.07, 4.77, -0.83], [4.82, 5.50, -3.18], [2.99, 4.61, -4.57], [1.38, 2.98, -3.60], [1.24, -1.18, -2.76]]}